ORCA calculation (ωB97M-V with the def2-TZVPD basis set) on a structure of composition C20H25FeN3O5Se2 at a distorted geometry.

Structure (ORCA input):
```
! wB97M-V def2-TZVPD RIJCOSX def2/J DEFGRID3
* xyz 0 1
H -0.82894 4.94806 -1.11897
C -2.42491 2.19587 2.88056
H -3.95223 -0.26737 0.23044
O 3.86756 1.42612 0.43224
H -4.36104 -0.11369 1.96264
H -0.68821 -5.17607 -0.41240
H -0.53348 -0.11390 4.92758
C -0.81513 -0.58218 3.98812
N 0.56262 -2.08146 -0.19919
H 1.74713 -5.73412 -0.37502
C 1.41848 -4.70408 -0.33228
C 1.22349 4.60380 -0.53838
H -2.16593 -2.40593 -3.73092
H -0.78529 -1.83823 -4.69924
C -1.29039 -0.58113 -3.01625
C -0.32169 -3.07511 -0.26522
C 2.81830 -1.19682 -0.11586
H -1.40020 2.52036 -1.00447
C -0.91527 2.15509 2.98150
O -1.62947 -0.26633 -0.67115
H -1.89666 -0.63762 3.89581
C 2.72442 1.19419 0.10737
H -1.33666 0.59122 -4.83512
C -3.58296 0.01411 1.21420
H -2.78436 3.18449 3.16596
N 2.10401 -0.02330 -0.05824
C -0.39980 2.87734 -0.79096
H 3.40485 -3.82982 -0.23913
C -1.93540 0.44896 -3.93059
Se -3.09602 1.88433 1.06632
Fe 0.23602 -0.08193 -0.31162
H -2.04357 1.40800 -3.41744
H -1.36617 -2.78520 -0.25219
O -3.30870 -1.13538 -1.85197
H -2.70023 -0.58011 1.43770
H -0.59184 2.37261 4.00136
H -0.46199 2.88874 2.31398
C -2.17518 -0.68774 -1.74386
C 1.87373 -2.36783 -0.19721
C 1.75099 2.30547 -0.17693
H 0.25096 0.65716 -3.10843
H -2.92695 0.10471 -4.21582
H -2.89213 1.46627 3.54130
C -1.18201 -1.94329 -3.68733
C 2.33530 -3.67218 -0.25391
H 1.50360 5.64857 -0.56971
H 3.17632 3.85980 0.04348
C -0.07789 4.22083 -0.84613
C 0.06178 -4.40175 -0.34072
H -0.39595 -1.58375 3.93544
C 2.14731 3.63354 -0.19974
H -0.50742 -2.58191 -3.11523
O 0.03534 -0.14995 -2.63209
Se -0.05339 0.45338 2.51910
N 0.48881 1.94260 -0.45872
O 4.01861 -1.35907 -0.13557
*
```

Summary:
- orbital gap (spin up / spin down) (eV) = 7.7954 / 7.7938
- energy relative to the best compared isomer or geometry (same formula, charge and spin) (eV) = 0.475
- calculated total energy (Ha) = -7384.2304
- HOMO (spin up / spin down) (eV) = -7.993 / -7.993